1.
The following is a DFT calculation (ωB97M-V/def2-TZVPD) of 2 unconnected molecules or ions with the total composition C2H6N3O2 at a distorted geometry.

The geometry in XYZ format:
```
13
Properties=species:S:1:pos:R:3
C 0.24 0.04 -1.09
C -0.51 0.27 1.18
N -1.64 1.01 0.77
N -0.08 -0.70 0.21
N -1.86 2.15 1.36
O -1.17 2.55 2.31
O -2.83 2.75 0.94
H 0.55 -0.73 -1.72
H -0.69 0.80 -1.30
H 0.99 0.77 -0.79
H 0.31 0.84 1.48
H -0.73 -0.50 2.38
H -0.85 -1.46 0.03
```

Kohn-Sham gap ... 7.930 eV
Relative energy (zero: lowest compared OMol25 entry of this formula, charge and spin) ... 6.5755 eV
Charge ... -1
HOMO ... -3.80 eV

2.
The following is a DFT calculation (ωB97M-V/def2-TZVPD) of 9 unconnected molecules or ions with the total composition H16NO11 at a distorted geometry.

The geometry in XYZ format:
```
28
Properties=species:S:1:pos:R:3
N 0.67 -0.58 0.79
O 1.06 -1.07 -0.30
O 1.02 0.61 0.97
O -0.51 -0.83 1.02
O -1.51 -1.06 -1.69
H -1.01 -0.78 -0.93
H -1.19 -0.45 -2.35
O 2.74 1.03 -1.80
H 2.95 0.45 -1.08
H 2.60 0.38 -2.50
O -2.55 1.13 1.05
H -2.07 0.32 0.95
H -3.48 0.81 0.92
O 1.78 3.23 0.74
H 1.31 2.37 0.91
H 1.02 3.78 0.51
O -0.19 1.98 -1.63
H 0.65 1.50 -1.56
H -0.33 2.15 -0.67
O 0.98 -2.74 -2.66
H 0.03 -2.78 -2.73
H 1.19 -2.23 -1.90
O -1.68 -3.21 1.44
H -1.16 -2.53 1.05
H -1.38 -4.00 0.98
O -0.52 1.14 3.49
H -0.22 0.68 4.28
H -0.19 0.70 2.70
```

Kohn-Sham gap ... 9.350 eV
Relative energy (zero: lowest compared OMol25 entry of this formula, charge and spin) ... 2.0761 eV
Charge ... -1
HOMO ... -6.90 eV

3.
The following is a DFT calculation (ωB97M-V/def2-TZVPD) of C5H10N2 in the gas phase at a distorted geometry.

The geometry in XYZ format:
```
17
Properties=species:S:1:pos:R:3
C -1.39 0.18 -0.89
C -0.08 0.97 -0.80
C 0.74 0.56 0.39
C 1.93 -0.01 0.23
C 0.14 -0.16 2.47
N 0.12 0.77 1.62
N -1.22 -1.15 -1.49
H -2.23 0.66 -1.39
H -1.71 -0.09 0.11
H 0.40 0.80 -1.76
H -0.27 2.05 -0.77
H 2.28 -0.42 -0.70
H 2.57 -0.26 1.08
H 0.47 -1.18 2.23
H -0.15 0.02 3.50
H -0.30 -1.56 -1.33
H -1.30 -1.18 -2.50
```

Kohn-Sham gap ... 9.717 eV
Relative energy (zero: lowest compared OMol25 entry of this formula, charge and spin) ... 1.6179 eV
Charge ... 0
HOMO ... -8.91 eV

4.
The following is a DFT calculation (ωB97M-V/def2-TZVPD) of C5H2O in the gas phase.

The geometry in XYZ format:
```
8
Properties=species:S:1:pos:R:3
O -1.74 -1.05 0.60
C -1.15 -0.02 0.67
C -1.07 1.39 -1.27
C -0.32 0.62 -0.54
C 0.93 0.09 -0.18
C 1.68 -0.55 0.53
H -0.94 0.56 1.58
H 2.31 -1.14 1.15
```

Kohn-Sham gap ... 9.056 eV
Relative energy (zero: lowest compared OMol25 entry of this formula, charge and spin) ... 2.7093 eV
Charge ... 0
HOMO ... -10.22 eV

5.
The following is a DFT calculation (ωB97M-V/def2-TZVPD) of C3H5NO2 in the gas phase at a distorted geometry.

The geometry in XYZ format:
```
11
Properties=species:S:1:pos:R:3
C 0.44 -1.03 -0.08
C -0.41 -0.21 0.80
C -0.17 1.13 0.15
H 0.13 -0.43 1.85
H -1.59 -0.37 1.05
H -1.07 1.79 0.21
H 0.74 1.61 0.45
H 0.88 -0.52 -2.05
N -0.04 -0.92 -1.44
O 1.52 -1.60 0.35
O -0.43 0.55 -1.28
```

Kohn-Sham gap ... 10.476 eV
Relative energy (zero: lowest compared OMol25 entry of this formula, charge and spin) ... 5.1154 eV
Charge ... 0
HOMO ... -10.19 eV

6.
The following is a DFT calculation (ωB97M-V/def2-TZVPD) of 2 unconnected molecules or ions with the total composition C11H12NO2 at a distorted geometry.

The geometry in XYZ format:
```
26
Properties=species:S:1:pos:R:3
C 1.32 2.11 2.46
C -0.23 0.68 1.11
C 1.00 -0.21 -0.53
C 1.02 1.28 1.30
C 1.81 0.69 0.25
C 1.51 -0.86 -1.65
C 2.71 -0.44 -2.03
C 3.17 1.03 -0.17
C 3.57 0.34 -1.29
N -0.23 -0.14 -0.01
H -1.04 -0.64 -0.47
H -1.24 0.58 1.62
H 0.86 -1.54 -2.18
H 2.31 2.58 2.43
H 1.26 1.69 3.41
H 3.27 -0.85 -2.96
H 3.68 1.89 0.24
H 4.70 0.44 -1.64
H 0.51 2.88 2.42
C -3.21 -1.47 1.25
C -3.55 -1.02 -0.13
O -2.55 -0.97 -0.92
O -4.74 -0.81 -0.43
H -2.53 -2.40 1.13
H -4.07 -1.57 1.90
H -2.49 -0.75 1.60
```

Kohn-Sham gap ... 7.960 eV
Relative energy (zero: lowest compared OMol25 entry of this formula, charge and spin) ... 1.5619 eV
Charge ... -1
HOMO ... -4.68 eV

7.
The following is a DFT calculation (ωB97M-V/def2-TZVPD) of C20H30N2O2S in the gas phase.

The geometry in XYZ format:
```
55
Properties=species:S:1:pos:R:3
C -3.08 5.92 -5.51
C -3.03 4.81 -4.50
C -2.91 3.49 -4.91
C -2.89 2.47 -3.99
C -2.99 2.74 -2.62
C -3.13 4.06 -2.21
C -3.15 5.08 -3.14
H -3.27 6.10 -2.81
H -3.24 4.30 -1.17
C -2.96 1.58 -1.70
O -3.30 0.48 -2.06
C -2.46 1.84 -0.28
C -1.03 2.39 -0.30
H -0.94 3.24 -0.98
C -0.05 1.30 -0.71
N -0.13 0.17 0.20
C 0.70 0.11 1.27
N 0.52 -0.89 2.17
H -0.04 -1.68 1.88
C 1.48 -1.18 3.20
C 2.66 -2.03 2.71
H 3.14 -1.53 1.87
C 2.22 -3.43 2.27
O 3.30 -4.24 1.84
C 4.06 -4.87 2.86
C 5.47 -5.06 2.33
H 5.43 -5.68 1.43
H 5.90 -4.10 2.06
H 6.10 -5.54 3.07
C 3.43 -6.21 3.26
H 2.41 -6.07 3.62
H 3.39 -6.86 2.39
H 4.02 -6.68 4.04
H 4.09 -4.22 3.75
H 1.57 -3.36 1.39
H 1.67 -3.92 3.08
H 3.39 -2.11 3.52
H 0.96 -1.70 4.01
H 1.86 -0.23 3.57
S 1.91 1.22 1.50
C -1.45 -0.44 0.15
H -1.51 -1.32 0.77
C -2.52 0.57 0.58
H -3.50 0.11 0.48
H -2.36 0.84 1.62
H -1.63 -0.74 -0.89
H 0.97 1.68 -0.69
H -0.28 0.94 -1.71
H -0.76 2.74 0.71
H -3.13 2.59 0.16
H -2.80 1.44 -4.31
H -2.82 3.27 -5.96
H -2.44 5.70 -6.36
H -2.75 6.86 -5.06
H -4.10 6.06 -5.87
```

Kohn-Sham gap ... 8.206 eV
Relative energy (zero: lowest compared OMol25 entry of this formula, charge and spin) ... 0.1062 eV
Charge ... 0
HOMO ... -7.89 eV

8.
The following is a DFT calculation (ωB97M-V/def2-TZVPD) of a molecular structure, C33H32ClDyNOPSi at a distorted geometry.

The geometry in XYZ format:
```
71
Properties=species:S:1:pos:R:3
Dy 0.07 0.39 0.45
C 0.71 3.14 -0.22
Si -0.63 3.40 1.10
C -2.10 4.15 0.28
C 0.00 4.48 2.40
N -0.88 1.79 1.63
C -1.64 1.42 2.77
C -2.62 2.26 3.31
C -3.31 1.87 4.47
C -2.91 0.70 5.12
C -1.98 -0.15 4.59
C -1.42 0.23 3.38
O -0.36 -0.49 2.69
C -0.10 -1.82 3.12
C 1.26 -2.09 3.46
C 1.53 -3.39 3.94
C 0.50 -4.31 4.09
C -0.80 -4.00 3.76
C -1.12 -2.73 3.31
H 1.05 4.19 -0.37
H 0.48 2.86 -1.24
H 1.73 2.67 0.05
H -1.99 5.24 0.17
H -3.05 3.96 0.77
H -2.24 3.76 -0.75
H 0.27 5.40 1.99
H 0.93 4.04 2.83
H -0.76 4.61 3.19
H -2.90 3.20 2.80
H -4.19 2.40 4.89
H -3.44 0.37 6.02
H -1.76 -1.08 5.10
H 1.96 -1.30 3.40
H 2.61 -3.63 4.11
H 0.77 -5.31 4.45
H -1.56 -4.82 3.79
H -2.14 -2.40 3.05
Cl 2.56 -1.05 0.36
C 2.68 -2.09 -1.09
C 3.37 -3.26 -0.89
C 3.62 -4.06 -1.99
C 3.11 -3.75 -3.25
C 2.37 -2.59 -3.39
C 2.14 -1.67 -2.33
P 1.18 -0.07 -2.44
C 1.31 0.57 -4.07
C 0.53 -0.02 -5.10
C 0.68 0.48 -6.41
C 1.56 1.51 -6.72
C 2.31 2.07 -5.69
C 2.20 1.62 -4.40
C -0.56 -0.56 -2.08
C -1.45 0.52 -1.82
C -2.53 0.39 -0.96
C -2.73 -0.79 -0.27
C -1.87 -1.86 -0.50
C -0.79 -1.77 -1.36
H 3.81 -3.54 0.06
H 4.24 -4.92 -1.82
H 3.28 -4.37 -4.11
H 1.99 -2.33 -4.38
H -0.15 -0.82 -4.91
H 0.06 0.07 -7.17
H 1.64 1.90 -7.74
H 2.94 2.91 -5.85
H 2.71 2.04 -3.54
H -1.26 1.48 -2.29
H -3.18 1.25 -0.76
H -3.60 -0.90 0.34
H -2.01 -2.76 0.13
H -0.14 -2.64 -1.44
```

Kohn-Sham gap (spin up / spin down) ... 7.186 / 7.055 eV
Spin multiplicity ... 6
Relative energy (zero: lowest compared OMol25 entry of this formula, charge and spin) ... 0.0000 eV
Charge ... +2
HOMO (spin up / spin down) ... -13.43 / -13.45 eV